DFT (ωB97M-V/def2-TZVPD) results for a structure of composition C9H7Cl2O8Sc.

The geometry in XYZ format:
```
27
C9H7Cl2O8Sc (ωB97M-V/def2-TZVPD)
Sc -0.278 -0.450 0.254
Cl 1.135 -2.569 0.650
Cl 0.887 1.407 -1.150
O 0.660 1.407 -2.531
O 1.469 -0.448 3.895
O 0.203 -0.327 2.050
O 1.413 0.094 -0.720
O -0.405 1.452 -0.427
O -1.314 -1.381 -0.930
O 1.726 2.433 -0.702
O -2.835 -3.007 -1.190
C -2.827 -1.769 0.844
C -3.132 -0.234 2.680
C -3.411 -2.778 1.599
C -3.843 -2.520 2.888
C -3.692 -1.252 3.434
C 1.139 -0.827 2.805
C -2.340 -2.117 -0.551
C -2.700 -0.480 1.383
C 1.877 -2.042 2.196
H 2.911 -1.776 1.999
H -3.041 0.759 3.099
H 1.836 -2.871 2.894
H -3.521 -3.757 1.152
H -4.306 -3.313 3.463
H -4.022 -1.048 4.444
H -2.400 0.377 0.765
```

Output
gap between HOMO and LUMO	10.127	eV
spin multiplicity	1
highest occupied orbital energy	-10.252	eV

DFT (ωB97M-V/def2-TZVPD) results for a cluster of 2 separate species, C4H8O in total.

The geometry in XYZ format:
```
13
C4H8O (ωB97M-V/def2-TZVPD)
O 2.537 -2.309 -0.163
C -1.435 3.396 1.806
C 1.827 -1.937 -1.064
C -2.078 2.391 2.451
C 1.319 -2.877 -2.162
H 1.663 -3.877 -2.221
H -3.152 2.541 2.731
H -0.499 3.188 1.212
H 1.550 -2.322 -3.146
H 0.246 -2.965 -1.872
H -1.825 4.370 1.649
H -1.835 1.304 2.198
H 1.683 -0.903 -1.417
```

Output
structure (SMILES)	CC=O.C=C
gap between HOMO and LUMO	10.727	eV
spin multiplicity	1
highest occupied orbital energy	-9.909	eV

DFT (ωB97M-V/def2-TZVPD) results for a structure of composition C7H21N7O14.

The geometry in XYZ format:
```
49
C7H21N7O14 (ωB97M-V/def2-TZVPD)
O 1.603 5.083 -2.486
O 0.271 -0.788 1.396
O 1.048 -2.448 0.146
O 2.358 -0.198 0.334
O -0.146 0.841 -2.072
O 1.620 1.817 0.731
O -2.329 0.251 0.998
O -1.446 -0.608 2.764
O -2.316 -3.208 -2.428
O 3.012 1.509 2.731
O -0.072 0.523 -4.237
O 2.301 5.127 -0.445
O -1.851 -1.561 -3.780
O 4.740 0.422 3.685
N 0.600 -1.942 1.191
N 1.674 4.639 -1.326
N -2.136 -0.683 1.776
N -2.053 -2.042 -2.692
N 1.426 0.619 0.418
N 3.728 0.515 3.023
N -0.594 0.942 -3.188
C -1.946 -1.237 -1.491
C -2.815 -1.983 1.510
C 0.056 0.158 0.027
C 0.511 -2.841 2.399
C 3.280 -0.822 2.485
C 0.696 3.566 -0.912
C -1.862 1.609 -3.384
H 2.780 -1.178 3.386
H -2.935 -1.240 -1.031
H 2.724 -0.710 1.554
H -2.512 1.065 -2.698
H -2.127 -2.801 1.295
H 0.102 3.857 -0.046
H -1.571 2.596 -3.023
H 1.360 2.794 -0.523
H -3.613 -2.209 2.217
H 4.265 -1.219 2.242
H 1.151 -2.456 3.194
H -1.128 -1.505 -0.822
H -0.262 0.662 -0.886
H -0.798 0.278 0.694
H -0.534 -2.979 2.677
H 0.123 -0.905 -0.206
H -1.674 -0.217 -1.762
H -3.295 -1.930 0.533
H -2.241 1.592 -4.405
H 0.027 3.080 -1.623
H 0.802 -3.836 2.062
```

Output
gap between HOMO and LUMO	7.267	eV
spin multiplicity	1
highest occupied orbital energy	-8.540	eV

DFT (ωB97M-V/def2-TZVPD) results for a cluster of 9 separate species, C37H65F9NO11S2 in total.

The geometry in XYZ format:
```
125
C37H65F9NO11S2 (ωB97M-V/def2-TZVPD)
S -1.122 2.501 -2.152
S 0.961 2.595 0.013
F -3.072 0.777 -5.527
F -1.895 -0.406 -3.647
F -5.023 0.301 -4.763
F -2.361 1.548 -0.062
F -3.969 2.003 -3.993
F -2.803 -0.643 -1.111
F -4.612 0.435 -1.634
F -3.819 -1.333 -3.370
F -3.588 2.642 -1.473
O -1.198 2.225 -3.558
O -0.577 2.131 3.271
O -10.311 0.479 -6.221
O 3.745 -0.353 -0.845
O 4.436 3.176 6.303
O -1.226 3.840 -1.664
O 7.841 -0.603 5.472
O -14.362 3.395 -7.407
O 5.533 2.098 1.602
O 1.530 -4.602 -0.176
O 3.520 -8.939 2.078
N 2.654 0.219 -1.168
C 3.138 5.128 5.960
C -2.654 1.703 -1.369
C -3.169 -0.160 -3.347
C -0.872 3.258 3.592
C 3.737 2.352 -1.599
C 6.953 1.311 6.572
C 5.277 1.188 2.358
C -15.646 1.399 -7.561
C -3.291 0.341 -1.870
C 4.884 1.437 3.795
C -1.913 4.059 2.845
C -9.277 1.104 -6.268
C 8.062 0.454 6.017
C 2.989 -11.253 2.233
C 1.428 1.834 -2.587
C 3.295 -9.759 4.299
C 0.389 1.689 -1.469
C 2.815 1.277 -2.206
C -3.819 0.762 -4.441
C 3.291 -9.886 2.796
C 2.285 -6.507 -1.386
C 0.148 0.218 -1.132
C 4.965 4.981 7.768
C 4.206 4.312 6.646
C 1.441 -0.645 -1.144
C 1.463 -1.595 -2.350
C 2.285 -5.548 -0.218
C -8.401 1.287 -5.053
C 3.510 0.732 -3.467
C -8.795 1.746 -7.547
C 9.469 0.984 6.167
C -0.182 3.939 4.749
C 5.331 -0.256 1.922
C 1.471 -1.473 0.138
C -14.422 2.206 -7.191
C 3.269 -5.839 0.882
C -13.288 1.452 -6.547
H 3.574 6.029 5.524
H -12.926 0.662 -7.206
H 4.350 -0.716 2.052
H -8.849 0.787 -4.198
H -1.469 4.969 2.439
H 2.281 -2.199 0.118
H 4.037 -10.434 4.729
H 5.465 5.878 7.399
H -0.901 4.224 5.519
H 5.991 0.837 6.405
H 0.530 -2.023 0.220
H -0.310 0.166 -0.144
H 2.005 -11.585 2.566
H 1.567 -0.816 1.008
H 5.612 -0.320 0.875
H 3.270 -6.524 -1.854
H 3.016 -11.220 1.147
H 9.557 1.953 5.672
H 3.892 1.023 3.988
H 0.685 -2.353 -2.222
H 5.586 0.937 4.466
H 2.687 4.528 5.175
H 3.524 -8.735 4.583
H 1.533 2.882 -2.884
H 2.428 -2.109 -2.385
H 2.320 -10.043 4.700
H -16.392 2.046 -8.016
H 10.176 0.284 5.729
H 1.042 1.300 -3.460
H 1.318 -1.076 -3.301
H -9.503 1.549 -8.348
H 2.072 -7.518 -1.033
H 3.998 1.560 -3.992
H 2.374 5.432 6.678
H 2.821 0.256 -4.168
H 3.564 2.479 -0.528
H -13.627 0.980 -5.623
H 4.274 5.288 8.555
H 5.701 4.293 8.177
H 6.047 -0.803 2.540
H -0.248 2.857 0.521
H 6.953 2.288 6.087
H -2.329 3.463 2.035
H -8.690 2.823 -7.407
H 7.101 1.469 7.642
H 0.553 3.256 5.170
H -8.282 2.350 -4.834
H 4.286 -5.841 0.485
H 3.082 -6.831 1.297
H -12.469 2.130 -6.327
H -16.065 0.926 -6.670
H -7.411 0.869 -5.240
H 4.780 2.049 -1.708
H 3.588 3.310 -2.104
H 0.319 4.842 4.396
H 3.183 -5.084 1.661
H 4.282 0.016 -3.178
H 4.874 2.505 4.001
H -7.814 1.351 -7.817
H -0.539 -0.247 -1.841
H 9.703 1.129 7.224
H 3.722 -11.977 2.596
H -2.714 4.357 3.524
H -15.374 0.605 -8.258
H 1.537 -6.204 -2.114
```

Output
gap between HOMO and LUMO (alpha / beta)	8.460 / 9.390	eV
⟨S²⟩	0.754
spin multiplicity	2
highest occupied orbital energy (alpha / beta)	-7.942 / -8.875	eV

DFT (ωB97M-V/def2-TZVPD) results for a structure of composition C23H32N6O3PRuS3.

The geometry in XYZ format:
```
69
C23H32N6O3PRuS3 (ωB97M-V/def2-TZVPD)
Ru 0.306 -0.547 0.414
S -0.654 -1.168 2.398
S -2.702 -0.669 -1.191
S -0.431 1.502 1.407
P -1.265 3.596 -2.550
O -3.402 -1.688 -1.928
O -2.462 0.603 -1.827
O -0.243 2.853 -1.756
N -1.258 -1.238 -0.729
N -2.322 3.454 3.994
N 0.923 0.336 -1.453
N 0.479 -2.514 -0.385
N 2.108 -0.182 1.564
N -2.577 -0.692 5.571
C -3.753 0.921 0.772
C -4.788 -1.236 2.178
C -3.576 -0.372 0.306
C 2.145 1.155 -1.582
C -4.464 1.128 1.942
C -1.240 -3.596 -1.662
C 1.232 -3.614 -0.440
C 3.424 0.337 -1.590
C 3.653 -0.540 -0.359
C -1.002 0.519 2.705
C -0.446 -4.721 -1.709
C -4.091 -1.456 1.003
C -0.740 -2.486 -0.969
C -1.703 0.960 3.796
C -4.988 0.056 2.662
C -1.722 2.773 -4.084
C -0.670 5.232 -3.028
C 3.415 0.185 0.963
C 0.808 -4.746 -1.096
C -2.807 3.889 -1.676
C -2.187 0.048 4.778
C -5.728 0.293 3.947
C -2.044 2.338 3.921
H -2.210 -3.554 -2.128
H 0.147 0.996 -1.604
H -3.312 2.932 -1.550
H 0.881 -0.347 -2.207
H 3.455 -0.290 -2.486
H 2.994 -1.412 -0.398
H 3.416 1.265 0.817
H -2.467 3.349 -4.635
H -6.395 1.151 3.862
H 4.673 -0.927 -0.393
H 2.084 1.748 -2.496
H -6.315 -0.580 4.232
H 1.433 -5.626 -1.124
H -3.325 1.752 0.230
H -0.835 2.647 -4.705
H 4.208 -0.035 1.679
H 2.220 -1.038 2.099
H -0.442 5.802 -2.127
H -0.805 -5.598 -2.232
H -1.414 5.770 -3.616
H -3.952 -2.461 0.625
H 0.244 5.124 -3.612
H -3.452 4.570 -2.233
H -5.027 0.494 4.758
H -2.582 4.316 -0.698
H -5.185 -2.078 2.730
H 2.124 1.873 -0.762
H 2.192 -3.572 0.061
H 1.827 0.530 2.238
H -4.597 2.137 2.314
H -2.131 1.796 -3.828
H 4.254 1.043 -1.684
```

Output
gap between HOMO and LUMO (alpha / beta)	7.937 / 6.646	eV
⟨S²⟩	0.756
spin multiplicity	2
highest occupied orbital energy (alpha / beta)	-7.673 / -7.670	eV

DFT (ωB97M-V/def2-TZVPD) results for a cluster of 3 separate species, C3H7O2 in total.

The geometry in XYZ format:
```
12
C3H7O2 (ωB97M-V/def2-TZVPD)
O -2.461 -0.808 -0.207
O 1.225 0.566 1.019
C 0.637 1.653 -1.043
C -1.340 -0.675 0.258
C 1.492 1.224 -0.057
H -0.409 1.911 -0.935
H -0.598 -0.624 -0.554
H 2.579 1.349 -0.235
H 1.534 -7.485 0.029
H -1.041 -0.983 1.255
H 1.174 1.936 -1.959
H 2.260 -7.431 0.176
```

Output
net charge	-1
gap between HOMO and LUMO	6.545	eV
spin multiplicity	1
highest occupied orbital energy	-2.409	eV

Short version: energy above the lowest of the compared OMol25 structures with the same formula, charge and spin = 159.1 221.1 1299.3 0.0 7.6 354.3 kJ/mol, in the order given.